1:
C2H6NP | ωB97M-V/def2-TZVPD

Computed properties:
* HOMO-LUMO gap: 10.41 eV
* net charge: 0
* HOMO energy: -9.8843 eV
* LUMO level: 0.52 eV

Last column: natural (NBO) charge in e.
CARTESIAN COORDINATES (ANGSTROEM)
1 P 1.867 -0.372 0.039  0.286
2 N -2.089 -0.276 0.273  -0.618
3 C 0.176 0.415 -0.087  -0.687
4 C -1.015 -0.490 -0.344  0.095
5 H -0.764 -1.287 -1.087  0.157
6 H 0.182 1.109 0.841  0.257
7 H 2.543 0.924 0.426  -0.006
8 H -2.899 -0.784 -0.045  0.346
9 H 1.830 -0.396 1.437  -0.031
10 H 0.168 1.158 -1.451  0.200



2:
C2H6NP | ωB97M-V/def2-TZVPD

Computed properties:
* HOMO-LUMO gap: 9.92 eV
* SMILES string: CN1CP1
* net charge: 0
* HOMO energy: -8.9368 eV
* LUMO level: 0.99 eV

Last column: natural (NBO) charge in e.
CARTESIAN COORDINATES (ANGSTROEM)
1 P -1.674 -0.441 -0.055  0.620
2 N -0.032 -0.266 0.623  -0.621
3 C -0.516 0.992 -0.119  -0.513
4 C 1.060 -0.829 -0.111  -0.421
5 H 2.049 -0.693 0.474  0.194
6 H 1.349 -0.439 -1.017  0.181
7 H -0.711 1.878 0.438  0.206
8 H 0.815 -1.846 -0.225  0.194
9 H -0.031 1.452 -1.046  0.211
10 H -2.307 0.191 1.037  -0.051



Result of the stability comparison: 2 is the most stable of them.



1:
CH2INO | ωB97M-V/def2-TZVPD

Computed properties:
* HOMO-LUMO gap: 8.45 eV
* net charge: 0
* HOMO energy: -8.3711 eV
* LUMO level: 0.08 eV

Last column: natural (NBO) charge in e.
CARTESIAN COORDINATES (ANGSTROEM)
1 I 0.562 1.995 -0.156  0.851
2 O 1.988 0.932 0.326  -1.050
3 N -0.597 -0.764 -0.794  -0.358
4 C -0.778 -1.204 0.243  0.200
5 H -0.261 0.708 -0.791  0.114
6 H -0.913 -1.667 1.173  0.242



2:
CH2INO | ωB97M-V/def2-TZVPD

Computed properties:
* HOMO-LUMO gap: 8.57 eV
* SMILES string: [H]/N=C/OI
* net charge: 0
* HOMO energy: -9.8542 eV
* LUMO level: -1.29 eV

Last column: natural (NBO) charge in e.
CARTESIAN COORDINATES (ANGSTROEM)
1 I 1.204 2.123 -0.983  0.409
2 O 0.015 0.462 -1.074  -0.665
3 N -1.168 -0.518 0.445  -0.604
4 C 0.001 -0.318 0.052  0.365
5 H -1.085 -1.121 1.216  0.334
6 H 1.033 -0.628 0.344  0.161



Result of the stability comparison: 2 is the most stable of them.



1:
C6H6OS | ωB97M-V/def2-TZVPD

Computed properties:
* HOMO-LUMO gap: 8.43 eV
* SMILES string: S=C[C@@]12C=C[C@@H](C1)O2
* net charge: 0
* HOMO energy: -8.9979 eV
* LUMO level: -0.56 eV

Last column: natural (NBO) charge in e.
CARTESIAN COORDINATES (ANGSTROEM)
1 S -3.289 0.202 -0.088  0.122
2 O 0.310 -0.920 -1.097  -0.513
3 C 0.228 -0.632 0.972  -0.351
4 C 1.319 1.007 -0.366  -0.253
5 C 1.393 -0.531 -0.156  0.040
6 C -1.975 -0.551 -0.504  -0.307
7 C 0.036 1.334 -0.326  -0.212
8 C -0.647 -0.152 -0.337  0.139
9 H -0.286 2.436 -0.382  0.251
10 H 0.107 -1.570 1.448  0.209
11 H 0.519 0.090 1.795  0.201
12 H 2.332 -1.139 -0.186  0.225
13 H -2.014 -1.557 -0.793  0.213
14 H 1.966 1.982 0.020  0.237



2:
C6H6OS | ωB97M-V/def2-TZVPD

Computed properties:
* HOMO-LUMO gap: 10.27 eV
* net charge: 0
* HOMO energy: -9.6783 eV
* LUMO level: 0.59 eV

Last column: natural (NBO) charge in e.
CARTESIAN COORDINATES (ANGSTROEM)
1 S -0.974 -1.244 -0.835  0.298
2 O 1.111 -2.875 -1.375  -0.531
3 C 1.121 -0.790 0.241  -0.459
4 C -0.224 1.317 -0.913  -0.026
5 C -0.420 2.434 -1.283  -0.210
6 C -0.858 0.291 1.326  -0.602
7 C -0.225 0.141 -0.024  -0.269
8 C 0.640 -1.863 -0.837  0.390
9 H -0.426 -0.644 2.017  0.216
10 H 2.036 -0.292 -0.258  0.237
11 H 1.266 -1.076 1.239  0.239
12 H -1.954 0.193 1.378  0.229
13 H -0.450 1.393 1.519  0.236
14 H -0.645 3.015 -2.195  0.252



3:
C6H6OS | ωB97M-V/def2-TZVPD

Computed properties:
* HOMO-LUMO gap: 8.34 eV
* net charge: 0
* HOMO energy: -8.5116 eV
* LUMO level: -0.17 eV

Last column: natural (NBO) charge in e.
CARTESIAN COORDINATES (ANGSTROEM)
1 S 0.205 1.952 0.380  0.224
2 O 1.621 -1.859 1.733  -0.527
3 C -0.291 0.284 1.064  -0.307
4 C 0.644 -0.628 0.100  -0.143
5 C -0.540 1.049 -0.931  -0.420
6 C -1.523 0.433 0.059  -0.393
7 C 1.619 -1.587 0.528  0.372
8 C 0.494 -0.042 -1.132  -0.113
9 H 2.475 -1.866 -0.235  0.134
10 H -0.436 0.171 2.120  0.251
11 H 1.110 -0.308 -2.043  0.242
12 H -0.982 1.764 -1.761  0.250
13 H -2.340 1.112 0.405  0.226
14 H -2.058 -0.476 -0.288  0.204



Result of the stability comparison: 3 is the most stable of them.



1:
C4H5BrO2 | ωB97M-V/def2-TZVPD

Computed properties:
* HOMO-LUMO gap: 8.28 eV
* net charge: 0
* HOMO energy: -8.5230 eV
* LUMO level: -0.25 eV

Last column: natural (NBO) charge in e.
CARTESIAN COORDINATES (ANGSTROEM)
1 Br 0.375 1.685 1.489  0.102
2 O -3.247 0.884 1.264  -0.501
3 O -1.683 -0.786 1.029  -0.533
4 C -2.490 0.019 1.168  1.037
5 C 1.136 0.071 1.357  -0.050
6 C 1.063 -0.474 0.032  -0.640
7 C 0.678 0.082 -1.317  -0.635
8 H 0.219 -1.268 0.205  0.315
9 H 0.800 -0.663 -2.147  0.227
10 H -0.376 0.490 -1.423  0.216
11 H 1.449 0.974 -1.535  0.211
12 H 2.075 -1.013 -0.122  0.253



2:
C4H5BrO2 | ωB97M-V/def2-TZVPD

Computed properties:
* HOMO-LUMO gap: 10.27 eV
* SMILES string: CC(=O)[C@@]1(Br)CO1
* net charge: 0
* HOMO energy: -9.5246 eV
* LUMO level: 0.75 eV

Last column: natural (NBO) charge in e.
CARTESIAN COORDINATES (ANGSTROEM)
1 Br 2.360 0.480 0.056  0.050
2 O 0.939 -1.685 -1.059  -0.473
3 O -1.529 -0.535 0.678  -0.503
4 C -0.954 1.177 -0.717  -0.742
5 C 0.933 -0.722 -0.064  0.033
6 C -0.670 0.055 0.145  0.613
7 C 1.046 -2.116 0.268  -0.117
8 H -1.983 1.506 -0.545  0.244
9 H 0.214 -2.618 0.543  0.201
10 H -0.860 0.767 -1.725  0.257
11 H 2.075 -2.433 0.583  0.190
12 H -0.271 2.176 -0.574  0.249



Result of the stability comparison: 2 is the most stable of them.



1:
C9H11N2O | ωB97M-V/def2-TZVPD

Computed properties:
* HOMO-LUMO gap: 8.25 eV
* SMILES string: O=[N+]1NCC[C@@H]1c1ccccc1
* net charge: +1
* HOMO energy: -13.0370 eV
* LUMO level: -4.79 eV

Last column: natural (NBO) charge in e.
CARTESIAN COORDINATES (ANGSTROEM)
1 O 1.396 2.401 0.511  -0.232
2 N 1.440 1.254 0.293  0.456
3 N 2.123 0.750 -0.658  -0.296
4 C -2.758 1.033 0.338  -0.207
5 C 0.816 0.052 1.075  -0.065
6 C -3.060 0.123 -0.673  -0.161
7 C 2.314 -0.699 -0.627  -0.250
8 C -0.527 0.061 0.503  -0.133
9 C -0.915 -0.899 -0.467  -0.219
10 C 1.741 -1.159 0.637  -0.444
11 C -1.485 1.054 0.872  -0.172
12 C -2.134 -0.899 -1.018  -0.188
13 H 3.468 -0.808 -0.785  0.256
14 H 0.867 0.311 2.139  0.266
15 H -1.325 1.880 1.571  0.234
16 H 1.089 -2.003 0.691  0.271
17 H 2.541 -1.213 1.456  0.253
18 H -4.043 0.072 -1.182  0.242
19 H 1.784 -1.181 -1.544  0.249
20 H -3.289 2.045 0.698  0.253
21 H -2.374 -1.696 -1.737  0.237
22 H 2.633 1.279 -1.327  0.439
23 H -0.303 -1.758 -0.767  0.213



2:
C9H11N2O | ωB97M-V/def2-TZVPD

Computed properties:
* HOMO-LUMO gap (spin up / spin down): 7.01 / 7.01 eV
* SMILES string: O=[N+]1CCCN1c1ccccc1
* net charge: +1
* HOMO energy (spin up / spin down): -12.7672 / -12.7673 eV
* LUMO level (spin up / spin down): -5.76 / -5.76 eV

Last column: natural (NBO) charge in e.
CARTESIAN COORDINATES (ANGSTROEM)
1 O -0.347 -2.570 -0.928  -0.191
2 N -0.099 -0.475 0.171  -0.154
3 N -0.342 -1.969 0.112  0.426
4 C -0.465 -2.455 1.469  -0.276
5 C 0.127 2.617 -1.828  -0.182
6 C -0.155 1.834 -0.740  -0.216
7 C 0.796 0.789 -3.232  -0.189
8 C -0.257 -0.122 1.522  -0.259
9 C 0.000 0.452 -0.934  0.101
10 C 0.525 -0.006 -2.155  -0.202
11 C 0.050 -1.366 2.356  -0.412
12 C 0.567 2.146 -3.084  -0.140
13 H 0.822 -1.010 -2.340  0.232
14 H -0.026 -3.351 1.498  0.256
15 H -1.592 -2.686 1.407  0.267
16 H 0.503 0.604 1.766  0.246
17 H -0.016 3.665 -1.553  0.237
18 H -1.190 0.194 1.919  0.225
19 H 1.244 0.207 -4.032  0.243
20 H 0.818 2.739 -3.895  0.232
21 H -0.418 2.332 0.082  0.226
22 H -0.605 -1.263 3.365  0.276
23 H 1.178 -1.511 2.483  0.253



Result of the stability comparison: 1 is the most stable of them.



1:
CHN5O | ωB97M-V/def2-TZVPD

Computed properties:
* HOMO-LUMO gap (spin up / spin down): 6.90 / 6.90 eV
* net charge: 0
* HOMO energy (spin up / spin down): -9.9552 / -9.9559 eV
* LUMO level (spin up / spin down): -3.06 / -3.05 eV

Last column: natural (NBO) charge in e.
CARTESIAN COORDINATES (ANGSTROEM)
1 O 3.855 -0.160 -0.069  -0.020
2 N 2.970 -0.725 0.353  0.547
3 N -0.514 1.771 0.038  -0.304
4 N 0.524 2.576 0.074  -0.086
5 N 1.609 1.917 0.224  -0.141
6 N 1.288 0.645 0.299  -0.281
7 C -0.040 0.550 0.177  0.078
8 H -0.601 -0.358 0.189  0.206



2:
CHN5O | ωB97M-V/def2-TZVPD

Computed properties:
* HOMO-LUMO gap (spin up / spin down): 8.52 / 8.52 eV
* SMILES string: N=C=N/N=N\N=O
* net charge: 0
* HOMO energy (spin up / spin down): -9.6222 / -9.6213 eV
* LUMO level (spin up / spin down): -1.10 / -1.10 eV

Last column: natural (NBO) charge in e.
CARTESIAN COORDINATES (ANGSTROEM)
1 O -0.262 -1.827 0.249  -0.302
2 N -0.297 1.344 0.133  -0.391
3 N -1.599 1.017 0.153  0.024
4 N 1.818 0.372 -0.355  -0.640
5 N -1.792 -0.215 0.048  0.004
6 N -1.088 -1.145 -0.315  0.257
7 C 0.709 0.656 0.004  0.630
8 H 2.510 -0.201 0.083  0.418



Result of the stability comparison: 1 is the most stable of them.